Entry 1:
{"formula": "C4H6BF4K3O3", "method": "the ωB97M-V functional and the def2-TZVPD basis", "symbols": ["K", "K", "K", "B", "F", "F", "F", "F", "C", "C", "C", "O", "C", "O", "O", "H", "H", "H", "H", "H", "H"], "positions_angstrom": [[6.19983, 1.50606, 0.40185], [2.86777, 3.90720, 0.10450], [1.87072, -0.26596, -3.07578], [2.20192, 0.73192, 0.31095], [2.46287, -0.47814, -0.38975], [3.42112, 1.41954, 0.60950], [1.39566, 1.48691, -0.54573], [1.53268, 0.54512, 1.48943], [-2.04370, 0.79283, -0.54102], [-1.25552, -0.45538, -0.23462], [-1.37239, -0.89750, 1.25131], [-1.86464, -2.20674, 1.09990], [-1.87214, -2.64416, -0.16723], [-2.23437, -3.70966, -0.50434], [-1.56724, -1.58190, -0.99004], [-3.10965, 0.52780, -0.55598], [-1.82863, 0.99002, -1.59870], [-2.00800, 1.66649, 0.09997], [-0.19965, -0.16539, -0.33431], [-2.15955, -0.34485, 1.77137], [-0.43708, -0.82419, 1.79872]], "atomic_forces_ev_per_a": [[0.12, -0.40, 0.25], [-0.63, 0.20, 0.12], [-0.35, -0.29, 0.26], [-1.28, -1.71, 0.66], [0.50, 0.58, 0.12], [0.94, 0.52, -0.54], [0.46, 1.24, -0.76], [0.34, -0.07, -0.10], [-1.67, -1.13, -1.75], [1.71, 1.82, 2.53], [-1.12, 0.36, -0.89], [0.46, -1.15, 0.90], [-0.92, 1.07, 0.58], [0.39, -0.39, -0.57], [0.08, -0.43, -0.75], [0.04, -0.04, 0.09], [-0.05, 0.74, 0.20], [0.83, -0.12, 0.16], [-0.09, -0.54, -0.56], [0.24, 0.12, 0.04], [0.01, -0.38, 0.01]], "lowdin_charge": [1.006, 1.028, 0.988, -1.309, 0.055, -0.059, 0.067, 0.192, -0.018, -0.366, -0.069, 0.084, -0.537, 0.208, 0.085, 0.104, 0.083, 0.092, 0.101, 0.141, 0.122], "spin_multiplicity": 1, "de_lowest_kj_mol": 0.00, "e_lumo_ev": -7.585, "fmax_ev_per_a": 3.6, "e_homo_ev": -14.8, "charge": 2, "orbital_gap_ha": 0.2668}

***

Entry 2:
{"formula": "C5H6O", "method": "the ωB97M-V functional and the def2-TZVPD basis", "symbols": ["O", "C", "C", "C", "C", "C", "H", "H", "H", "H", "H", "H"], "positions_angstrom": [[-1.28321, 2.16041, -0.18913], [-0.71180, 1.10497, -0.11642], [-1.05408, -0.30211, -0.65335], [0.00144, -0.83115, 0.32320], [1.32311, -0.28485, -0.06343], [0.39660, 0.59530, 0.74933], [-2.09146, -0.55244, -0.41439], [-0.86614, -0.50632, -1.71229], [-0.11835, -1.68569, 0.97909], [1.52651, -0.04648, -1.10582], [2.18644, -0.64664, 0.48901], [0.69094, 0.99499, 1.71419]], "atomic_forces_ev_per_a": [[0.28, -0.46, 0.01], [-0.17, 0.32, -0.01], [-0.08, -0.03, -0.12], [0.01, -0.28, 0.03], [0.13, -0.07, -0.12], [-0.01, 0.29, 0.20], [0.14, 0.03, 0.03], [-0.03, 0.07, 0.14], [0.01, 0.16, -0.10], [-0.06, -0.02, 0.15], [-0.17, 0.08, -0.06], [-0.06, -0.09, -0.14]], "lowdin_charge": [0.099, -0.377, -0.052, -0.207, -0.079, -0.117, 0.120, 0.115, 0.135, 0.113, 0.110, 0.139], "spin_multiplicity": 1, "de_lowest_kj_mol": 122.76, "smiles": "O=C1C[C@H]2C[C@@H]12", "e_lumo_ev": 1.016, "fmax_ev_per_a": 0.5, "e_homo_ev": -9.6, "charge": 0, "orbital_gap_ha": 0.3887}

***

Entry 3:
{"formula": "C4H12NO2", "method": "the ωB97M-V functional and the def2-TZVPD basis", "symbols": ["C", "C", "C", "N", "C", "H", "H", "H", "H", "H", "H", "H", "H", "H", "H", "O", "H", "H", "O"], "positions_angstrom": [[2.33530, -1.56611, 0.93612], [2.31458, -0.13702, 0.20609], [1.08837, 0.43279, -0.11327], [0.25044, -0.11453, -1.04895], [0.50130, -1.21548, -1.72150], [3.00002, -1.54891, 1.80210], [1.36316, -1.81318, 1.33781], [2.44652, -2.17225, 0.05169], [3.21314, 0.55094, 0.30230], [0.74018, 1.40799, 0.10398], [-0.57895, 0.39822, -1.45249], [1.43476, -1.72288, -1.43870], [-0.07366, -1.47806, -2.62519], [-3.24036, 2.16402, 1.45825], [-3.09799, 1.28342, 2.61534], [-2.55360, 1.59757, 1.89624], [-2.66264, 0.38198, 0.23506], [-2.90356, 1.24657, -0.92010], [-2.30028, 0.52978, -0.64274]], "atomic_forces_ev_per_a": [[-0.37, 1.97, -2.20], [-1.22, 0.77, 2.86], [2.35, 0.22, -0.21], [-1.56, -3.15, -2.88], [0.43, 1.22, 0.42], [0.58, -0.33, -0.85], [-0.49, 0.32, -0.10], [1.22, -1.55, 0.73], [-1.43, -0.79, 0.61], [0.68, 1.38, -0.18], [0.68, -0.24, 1.61], [-0.80, -0.07, -0.55], [0.12, 0.07, 0.90], [1.16, -0.30, 0.33], [0.10, -0.44, 0.83], [-1.43, 0.79, -0.92], [0.46, -0.30, 0.70], [0.51, -0.42, -0.37], [-0.98, 0.85, -0.74]], "lowdin_charge": [-0.039, -0.014, -0.098, 0.016, 0.176, 0.091, 0.077, 0.046, 0.134, 0.121, 0.155, 0.100, 0.131, 0.077, 0.048, -0.061, 0.026, 0.077, -0.063], "spin_multiplicity": 1, "de_lowest_kj_mol": 419.77, "e_lumo_ev": -5.385, "fmax_ev_per_a": 4.5, "e_homo_ev": -13.0, "charge": 1, "orbital_gap_ha": 0.2812}

***

Entry 4:
{"formula": "C9H19N3O7PS2SeSn", "method": "the ωB97M-V functional and the def2-TZVPD basis", "symbols": ["Sn", "C", "C", "O", "P", "S", "S", "O", "C", "C", "H", "H", "H", "H", "H", "H", "H", "H", "H", "H", "O", "Se", "O", "O", "O", "C", "H", "H", "C", "N", "C", "C", "O", "N", "C", "N", "H", "H", "H", "H", "H", "H", "H"], "positions_angstrom": [[-0.74247, -1.88955, 0.27530], [-1.11779, 3.80830, -3.22678], [0.03060, 3.02290, -2.60723], [-0.22143, 2.73601, -1.24331], [-1.10226, 1.43463, -0.83311], [-0.64208, 0.70263, 1.02798], [-2.00616, 0.42274, -2.27587], [-2.34293, 2.45021, -0.32731], [-3.48084, 1.87938, 0.27351], [-4.72606, 2.48478, -0.35491], [-0.90749, 4.04388, -4.27267], [-1.28280, 4.73436, -2.67339], [-2.01751, 3.19817, -3.16361], [0.95343, 3.61274, -2.61954], [0.19153, 2.09667, -3.16208], [-3.44839, 2.07416, 1.35223], [-3.49142, 0.79345, 0.12965], [-4.66696, 3.57324, -0.30091], [-5.62342, 2.13939, 0.16191], [-4.76678, 2.18788, -1.40234], [-2.10844, -4.58638, 0.76043], [-0.72439, -4.72131, 1.53828], [-0.82790, -3.62574, 2.91092], [0.50278, -4.14037, 0.66648], [-0.44322, -6.15841, 2.16851], [-1.00982, -2.23889, 2.53815], [-2.04942, -1.96433, 2.76777], [-0.37069, -1.65024, 3.20787], [4.83581, -0.88636, 1.24228], [3.74666, -1.21851, 0.35998], [3.33573, -0.23177, -0.62016], [1.83145, -0.45778, -0.71233], [1.06531, 0.14614, -1.49849], [1.48441, -1.37611, 0.20407], [2.56874, -1.77418, 0.88881], [2.57466, -2.58343, 2.03227], [5.78419, -0.95172, 0.70084], [4.83721, -1.59843, 2.06445], [4.73654, 0.13104, 1.65399], [3.82936, -0.40495, -1.58586], [3.56467, 0.80397, -0.30425], [1.67538, -2.44734, 2.48793], [2.57224, -3.57089, 1.77056]], "atomic_forces_ev_per_a": [[0.29, 0.36, -0.35], [0.06, -0.08, 0.27], [0.12, 0.10, -0.39], [0.38, -0.80, 0.10], [-1.84, 1.02, 0.96], [0.13, 0.17, -0.62], [0.67, -0.02, 0.03], [0.07, 0.16, -0.11], [-0.16, -0.11, 0.02], [0.28, -0.03, 0.04], [0.04, -0.01, -0.02], [-0.02, 0.04, -0.02], [-0.07, 0.05, -0.08], [-0.02, -0.11, -0.02], [0.08, -0.02, 0.06], [0.00, -0.04, -0.02], [-0.02, 0.06, 0.06], [-0.09, 0.04, 0.00], [-0.07, 0.01, -0.01], [-0.07, 0.02, -0.05], [-1.02, 0.17, -0.42], [-0.04, -0.56, 0.74], [0.12, -0.34, 0.30], [0.52, 0.54, -0.46], [0.22, -0.65, 0.56], [0.07, 0.15, -0.24], [0.11, -0.02, -0.11], [0.03, -0.06, -0.16], [-0.09, -0.10, -0.15], [0.23, -0.14, 0.02], [0.08, -0.19, -0.21], [-0.20, 0.01, -0.28], [0.34, 0.02, -0.05], [-0.26, 0.18, -0.33], [0.18, 0.01, 0.69], [-0.05, -0.06, -0.07], [0.04, 0.06, 0.07], [0.07, 0.01, 0.03], [0.00, 0.05, 0.04], [-0.08, 0.19, -0.01], [-0.07, 0.02, 0.08], [0.13, -0.10, 0.12], [-0.06, 0.00, 0.01]], "lowdin_charge": [1.007, -0.104, -0.341, -0.327, -0.011, 0.269, 0.199, -0.433, -0.415, -0.097, 0.063, 0.069, 0.035, 0.109, 0.081, 0.097, 0.069, 0.063, 0.061, 0.060, -0.497, 0.736, -0.424, -0.534, -0.474, -0.443, 0.035, 0.031, -0.109, -0.136, -0.093, -0.561, -0.167, -0.048, -0.418, 0.097, 0.068, 0.062, 0.072, 0.111, 0.112, 0.052, 0.072], "spin_multiplicity": 2, "de_lowest_kj_mol": 142.16, "e_lumo_ev": [4.993, 4.974], "fmax_ev_per_a": 2.3, "s2": 0.76, "e_homo_ev": [0.9, -1.5], "charge": -2, "orbital_gap_ha": [0.1504, 0.2371]}

***

| no. | DFT total energy (eV) |
| --- | --- |
| 1 | -70904.163 |
| 2 | -7328.012 |
| 3 | -9917.879 |
| 4 | -130581.316 |